Entry 1
C15H18O2 | ωB97M-V with the def2-TZVPD basis set

The geometry in XYZ format:
```
35
C15H18O2 ωB97M-V with the def2-TZVPD basis set
C 3.1517 -0.7928 -1.2465
C 2.4057 -0.5007 0.0405
C 1.7351 0.8511 0.0723
C 0.4995 1.0634 -0.5233
C -0.0584 2.3313 -0.6537
C 0.6472 3.4084 -0.1357
O 0.2016 4.7076 -0.2456
C 1.8996 3.2521 0.4391
C 2.4318 1.9668 0.5274
H 2.5040 -0.9006 -2.0927
H 3.7813 -1.6873 -1.1383
H 3.8935 -0.0324 -1.4891
H 1.5891 -1.2302 0.0915
H 2.8961 -0.8139 0.9611
H -0.0632 0.2204 -0.8925
H -1.0751 2.4569 -1.0101
H -0.7054 4.7496 -0.5659
H 2.4495 4.0670 0.8933
H 3.4172 1.8732 0.9694
C -0.4530 -2.7233 2.7485
C -1.0564 -2.3541 1.4134
C -0.4672 -2.6707 0.2034
C -1.0915 -2.3197 -0.9958
C -2.3035 -1.6603 -0.9879
O -2.8123 -1.2875 -2.1994
C -2.8917 -1.2869 0.2199
C -2.2681 -1.6626 1.3994
H -0.1438 -1.8544 3.3132
H 0.3682 -3.4338 2.6903
H -1.2152 -3.2703 3.3068
H 0.4533 -3.2191 0.1183
H -0.6034 -2.4786 -1.9463
H -3.7551 -1.0629 -2.1980
H -3.8581 -0.8053 0.2571
H -2.7542 -1.4236 2.3384
```

Results
- SMILES = CCc1ccc(O)cc1.Cc1ccc(O)cc1
- charge = 0

Entry 2
C15H18O2 | ωB97M-V with the def2-TZVPD basis set

The geometry in XYZ format:
```
35
C15H18O2 ωB97M-V with the def2-TZVPD basis set
C -1.8372 -0.3447 -2.6792
C -0.8773 -1.5334 -2.6953
C 0.3412 -1.3970 -1.8073
C 0.6574 -0.2337 -1.0952
C 1.7240 -0.1407 -0.2250
C 2.6068 -1.2188 -0.1481
O 3.7612 -1.1333 0.5724
C 2.2259 -2.4413 -0.6667
C 1.1108 -2.5162 -1.4822
H -2.1509 -0.2042 -1.6542
H -2.7746 -0.6153 -3.1888
H -1.4125 0.5942 -3.0059
H -1.4241 -2.3858 -2.3003
H -0.6375 -1.7744 -3.7336
H 0.1911 0.6689 -1.4825
H 2.0344 0.7742 0.2388
H 4.0405 -0.2466 0.8068
H 2.8892 -3.2839 -0.5029
H 0.9742 -3.4128 -2.0627
C -2.6605 -1.0142 0.7176
C -1.9197 0.2493 1.0941
C -2.2959 1.4821 0.5980
C -1.5801 2.6300 0.8774
C -0.4061 2.5268 1.6063
O 0.4448 3.6015 1.5883
C -0.0582 1.3316 2.1701
C -0.8372 0.2265 1.9567
H -1.9458 -1.8380 0.7609
H -2.7968 -1.0153 -0.3597
H -3.5597 -1.2446 1.2809
H -3.2388 1.5499 0.1596
H -1.8158 3.5759 0.4591
H 1.1846 3.5115 2.1956
H 0.7980 1.3120 2.8285
H -0.6160 -0.7261 2.4290
```

Results
- SMILES = CCc1ccc(O)cc1.Cc1ccc(O)cc1
- charge = 0

Q: Which of them is the least stable? A: entry 2.

Entry 1
C3H3N2O2 | ωB97M-V with the def2-TZVPD basis set

The geometry in XYZ format:
```
10
C3H3N2O2 ωB97M-V with the def2-TZVPD basis set
C 2.5558 0.2374 0.8939
C 1.5277 0.1163 0.3481
C 0.3363 -0.0477 -0.5246
N -0.9397 0.4935 0.3163
N -2.0401 -0.0667 -0.0697
O -2.0993 -0.7581 -1.1470
O -3.1371 0.1348 0.5647
H 3.2329 0.5854 1.5989
H -0.0735 -1.1387 -0.5668
H 0.6370 0.4438 -1.4139
```

Results
- SMILES = C#CCN=[N+]([O-])[O-]
- charge = -1

Entry 2
C3H3N2O2 | ωB97M-V with the def2-TZVPD basis set

The geometry in XYZ format:
```
10
C3H3N2O2 ωB97M-V with the def2-TZVPD basis set
O 2.5368 0.4522 0.1277
C 1.3508 0.0998 0.2682
N 0.9301 -1.1470 0.5409
N -0.4328 -1.4046 0.4405
C -0.9686 -0.1645 0.2352
O -0.7602 0.8978 1.2149
C 0.0991 0.8688 0.0917
H 1.5469 -1.9295 0.7032
H -1.9520 -0.1118 -0.2232
H 0.1309 1.8458 -0.5936
```

Results
- SMILES = O=C1N[N-][C@H]2O[C@@H]12
- charge = -1

Q: Which of them is the least stable? A: entry 1.

Entry 1
C6H7NO | ωB97M-V with the def2-TZVPD basis set

The geometry in XYZ format:
```
15
C6H7NO ωB97M-V with the def2-TZVPD basis set
C -1.6066 -1.0784 0.0522
C -0.1723 -1.4327 0.1833
C 1.8768 0.2089 -0.0549
C -0.5260 0.6125 -0.8530
C 0.4555 -0.1472 -0.2894
C -0.8190 1.9768 0.1124
O -1.7466 -0.0813 -0.8045
N -0.8669 1.9433 1.3213
H -2.4481 -1.7401 0.1578
H 0.1137 -1.7152 1.1971
H 0.0962 -2.2699 -0.4769
H -1.1368 2.7850 -0.5581
H 2.3394 -0.4436 0.6724
H 2.4645 0.1579 -0.9891
H 1.9763 1.2241 0.3294
```

Results
- charge = 0

Entry 2
C6H7NO | ωB97M-V with the def2-TZVPD basis set

The geometry in XYZ format:
```
15
C6H7NO ωB97M-V with the def2-TZVPD basis set
C -1.5777 -0.5341 -0.4078
C -0.1902 -0.6773 -0.1911
C 0.7813 -1.4387 -0.7208
C 2.0600 -0.9990 -0.2978
N 1.9333 0.0147 0.4902
C 0.5510 0.3168 0.5804
C 0.3082 1.6965 1.0351
O -0.8493 2.3612 1.0302
H -2.1072 -0.5292 0.6193
H -1.9855 0.4220 -0.7274
H -2.0133 -1.3453 -1.1505
H 0.7016 -2.2036 -1.4752
H 3.0625 -1.3679 -0.8093
H 0.9242 2.3561 1.6009
H -1.5991 1.9277 0.4239
```

Results
- SMILES = CC1=CC=N/C1=C/O
- charge = 0

Entry 3
C6H7NO | ωB97M-V with the def2-TZVPD basis set

The geometry in XYZ format:
```
15
C6H7NO ωB97M-V with the def2-TZVPD basis set
N 1.8023 1.1377 -2.0365
C 2.2574 0.3705 -1.1796
C 2.3457 -0.0358 0.1143
O 2.8239 -0.7170 0.9417
H 1.0575 1.7106 -1.8293
C -1.2992 -1.9562 -0.6991
C -1.0055 -0.7164 -0.0138
C -0.8357 0.2417 0.6651
C -0.8315 1.3941 1.5276
H -2.0739 -2.4319 -0.1727
H -1.3268 -1.9549 -1.7374
H -0.2358 -2.3518 -0.5900
H -1.8499 1.6041 1.8671
H -0.6704 2.2884 0.7935
H -0.1580 1.4168 2.3492
```

Results
- SMILES = N=C=C=O.CC#CC
- charge = 0

Entry 4
C6H7NO | ωB97M-V with the def2-TZVPD basis set

The geometry in XYZ format:
```
15
C6H7NO ωB97M-V with the def2-TZVPD basis set
C 0.6320 1.8865 0.1643
C -0.2253 0.5508 0.0127
N -1.5925 0.8324 -0.3042
C -2.1888 -0.3824 -0.2325
C -1.3725 -1.5042 0.0413
C -0.0326 -0.8593 -0.0152
C 1.1820 -1.3599 0.1087
O 2.3888 -0.6148 -0.2677
H 1.5617 1.7397 -0.4592
H -0.0132 2.8497 -0.3110
H 0.8655 1.9094 1.4371
H -3.2233 -0.3977 0.1692
H -1.5669 -2.5722 0.3581
H 1.3633 -2.3715 0.0847
H 2.2217 0.2933 -0.7862
```

Results
- SMILES = CC1=NC=C/C1=C/O
- charge = 0

Q: Which of them is the least stable? A: entry 1.

Entry 1
C2H14NO4 | ωB97M-V with the def2-TZVPD basis set

The geometry in XYZ format:
```
21
C2H14NO4 ωB97M-V with the def2-TZVPD basis set
C 0.9131 0.8361 1.8424
C 2.1889 0.5856 1.6674
N -0.0905 -0.1627 1.3779
H 0.3844 1.6305 2.3183
H 2.9330 1.3518 1.8265
H 2.4795 -0.3662 1.2486
H -0.4032 -0.9523 1.9327
H -0.9836 0.2496 1.1197
H 0.2402 -0.5039 0.4688
H -2.5530 1.8271 0.0642
H -1.5032 2.9025 0.4997
O -1.8195 2.0128 0.6465
H -1.8521 -2.6222 -0.5116
H -2.9039 -2.0518 0.4177
O -1.9831 -1.9416 0.1586
H 1.7923 -1.7281 -1.0067
H 2.0447 -0.6546 -1.8455
O 1.2913 -0.9644 -1.3170
H -0.5541 0.7262 -3.9715
H 0.1144 -0.4357 -3.1472
O 0.2645 0.2612 -3.7896
```

Results
- charge = +1

Entry 2
C2H14NO4 | ωB97M-V with the def2-TZVPD basis set

The geometry in XYZ format:
```
21
C2H14NO4 ωB97M-V with the def2-TZVPD basis set
C -1.2745 0.4384 0.3818
C -1.8995 -0.0883 1.4307
N 0.0831 -0.0149 0.0514
H -1.8667 0.9856 -0.3262
H -2.9264 0.2974 1.6644
H -1.4174 -0.7754 2.1104
H 0.4317 -0.1762 1.0089
H 0.2383 -0.8488 -0.6035
H 0.6957 0.6977 -0.4007
H 3.6937 0.0796 0.7428
H 2.9506 0.1856 2.0914
O 2.8257 0.0434 1.1520
H -0.0474 -3.4725 -0.3061
H 1.4254 -2.8797 0.0556
O 0.4690 -2.7010 -0.0381
H 0.4328 3.5271 -0.6140
H -0.6541 3.8608 0.2580
O 0.1767 3.3732 0.3024
H -1.4348 -0.1489 -2.8305
H -1.1742 -1.6136 -3.1116
O -0.7276 -0.7695 -3.0190
```

Results
- charge = +1

Q: Which of them is the least stable? A: entry 2.

Entry 1
C7H8O2S | ωB97M-V with the def2-TZVPD basis set

The geometry in XYZ format:
```
18
C7H8O2S ωB97M-V with the def2-TZVPD basis set
C 2.0681 0.4956 -0.3391
C 1.4117 -0.5391 -1.0668
C 1.4264 0.7322 0.8930
C 0.3990 -1.3311 -0.5093
C 0.2924 0.1014 1.3825
C -0.1533 -1.0379 0.7147
C -2.0829 1.1390 -0.0128
O -1.1235 -1.7904 1.1980
O -2.8895 0.3171 -0.5764
S -1.0202 2.0096 -1.0545
H 3.0134 0.9587 -0.7562
H 1.8244 -0.6110 -2.0820
H 1.7000 1.5113 1.5431
H -0.0630 -2.1303 -1.0643
H -0.2540 0.3324 2.3145
H -1.2296 -2.6433 0.7279
H -2.6440 -0.1329 -1.4050
H -0.6755 2.6187 0.0924
```

Results
- charge = 0

Entry 2
C7H8O2S | ωB97M-V with the def2-TZVPD basis set

The geometry in XYZ format:
```
18
C7H8O2S ωB97M-V with the def2-TZVPD basis set
C 2.6874 0.1519 0.9506
C 0.1129 -0.4633 -0.1581
C -0.6397 -1.5087 0.0218
C -2.0801 -1.3765 0.0199
C -2.6432 -0.1733 -0.2752
C -1.7694 0.9401 -0.2329
C -0.4284 0.7794 -0.1552
H 3.7868 -0.3739 1.0512
H 2.3233 -0.0985 1.9394
H 2.6049 1.3242 0.8812
H -0.2244 -2.5854 0.2789
H -2.7256 -2.2686 -0.1395
H -3.7392 0.2039 -0.5026
H -2.2420 2.0155 -0.5025
H 0.2040 2.7095 -1.2612
O 2.4530 -0.2142 -1.5373
O 0.4861 1.8086 -0.0296
S 1.8336 -0.8707 -0.3488
```

Results
- charge = 0

Q: Which of them is the least stable? A: entry 2.

Entry 1
C3H3FN2 | ωB97M-V with the def2-TZVPD basis set

The geometry in XYZ format:
```
9
C3H3FN2 ωB97M-V with the def2-TZVPD basis set
C 0.8736 0.6718 0.5837
C -0.2479 -0.8942 -0.6145
C -1.3043 0.9347 0.0934
N -1.2763 -0.1001 -0.6054
N 0.8510 -0.5158 0.1028
F -2.0293 2.0322 0.1201
H 1.7837 0.7886 1.1887
H -0.2825 -1.8278 -0.9350
H 1.6321 -1.0893 0.0661
```

Results
- charge = 0

Entry 2
C3H3FN2 | ωB97M-V with the def2-TZVPD basis set

The geometry in XYZ format:
```
9
C3H3FN2 ωB97M-V with the def2-TZVPD basis set
F -2.3150 0.0801 -0.0325
C -0.9873 0.1111 -0.0138
C -0.0868 1.2529 0.0062
N 1.1858 0.8267 -0.0381
N 1.1211 -0.4879 -0.0158
C -0.1712 -0.9726 -0.0037
H -0.4154 2.2828 0.0751
H 1.9990 -0.9762 -0.0526
H -0.3304 -2.1168 0.0753
```

Results
- SMILES = Fc1cn[nH]c1
- charge = 0

Q: Which of them is the least stable? A: entry 1.